Molecular formula: C7H15N
Method: DFT, ωB97M-V/def2-TZVPD

The geometry in XYZ format:
```
23
C7H15N (ωB97M-V/def2-TZVPD)
C -0.078 -0.416 0.496
H 1.176 1.374 0.822
C 2.188 -1.550 -1.842
H 2.011 -0.080 0.537
H -1.045 1.761 2.310
C -1.343 1.584 1.232
C 1.176 0.668 -1.404
H 3.084 -1.552 -1.059
C 1.300 -0.606 -2.215
H 0.257 -0.946 1.453
H 0.746 -0.702 -3.107
N -1.422 0.281 0.791
H -3.203 -0.164 1.792
H -2.364 2.082 1.002
C -2.437 -0.774 1.404
H 0.359 1.387 -1.788
H -2.038 -1.129 2.277
H -3.067 -1.317 0.696
H -0.480 2.186 0.564
H -0.335 -1.153 -0.224
H 2.066 1.187 -1.464
C 1.189 0.504 0.162
H 2.258 -2.627 -2.436
```

Computed properties:
electronic energy: -8980.652 eV
multiplicity: 2
orbital gap (alpha / beta): 10.057 / 5.710 eV
net charge: +1
ΔE to the lowest compared entry with this formula, charge and spin: 438.97 kJ/mol
HOMO (alpha / beta): -12.836 / -12.834 eV